(1)
{"formula": "C3H4N2O2", "method": "the ωB97M-V functional and the def2-TZVPD basis", "elements": ["N", "C", "C", "O", "C", "O", "N", "H", "H", "H", "H"], "xyz": [[-1.79928, -0.46071, 0.02464], [-0.49978, 0.03688, 0.10892], [0.02187, 1.25887, 0.26119], [1.40925, 1.18968, 0.13581], [1.75860, -0.10976, -0.05328], [2.88233, -0.51092, -0.19164], [0.57434, -0.84881, -0.07112], [-1.81750, -1.26811, -0.58965], [-2.44198, 0.23124, -0.34266], [-0.38708, 2.22062, 0.51717], [0.59127, -1.72856, 0.42638]], "nbo_charge": [-0.805, 0.267, -0.041, -0.455, 0.865, -0.589, -0.644, 0.381, 0.387, 0.215, 0.418], "relative_energy_ev": 1.389, "homo_energy_ha": -0.30795, "orbital_gap_ha": 0.332, "smiles": "Nc1coc(=O)[nH]1", "largest_force_ev_per_a": 0.5, "multiplicity": 1, "mol_weight_g_mol": 100.08}

=====

(2)
{"formula": "C3H4N2O2", "method": "the ωB97M-V functional and the def2-TZVPD basis", "elements": ["N", "C", "C", "O", "C", "O", "N", "H", "H", "H", "H"], "xyz": [[-2.09162, -0.82916, -0.21136], [-1.52160, 0.07129, 0.45161], [-0.50127, 0.79821, 0.57221], [2.11232, 1.63330, -0.76444], [2.37775, 0.59001, -0.32222], [3.08039, -0.36234, -0.11195], [0.72821, -0.45382, 0.20592], [-1.62831, -1.40487, -0.90301], [-3.07655, -0.83798, -0.40404], [-0.19947, 1.80305, 0.41825], [0.72015, -1.00770, 1.06903]], "nbo_charge": [-0.801, 0.388, -0.172, -0.578, 1.036, -0.578, -0.737, 0.427, 0.417, 0.265, 0.334], "relative_energy_ev": 7.142, "homo_energy_ha": -0.31857, "orbital_gap_ha": 0.271, "largest_force_ev_per_a": 5.1, "multiplicity": 1, "mol_weight_g_mol": 100.08}

=====

(3)
{"formula": "C3H4N2O2", "method": "the ωB97M-V functional and the def2-TZVPD basis", "elements": ["C", "N", "N", "C", "O", "C", "O", "H", "H", "H", "H"], "xyz": [[1.27699, 0.98118, 0.11530], [0.09274, 0.21995, -0.21754], [-1.09950, 0.63622, 0.33301], [-1.82683, -0.41203, 0.31401], [-1.22763, -1.51172, -0.19216], [0.05347, -1.10912, -0.55793], [0.86607, -1.82111, -1.08094], [1.24586, 1.96059, -0.36607], [1.30642, 1.11463, 1.20131], [2.15753, 0.42756, -0.21206], [-2.84511, -0.48615, 0.66308]], "nbo_charge": [-0.409, -0.289, -0.273, 0.315, -0.453, 0.835, -0.589, 0.215, 0.207, 0.235, 0.206], "relative_energy_ev": 1.689, "homo_energy_ha": -0.34979, "orbital_gap_ha": 0.382, "smiles": "Cn1ncoc1=O", "largest_force_ev_per_a": 0.5, "multiplicity": 1, "mol_weight_g_mol": 100.08}

=====

(4)
{"formula": "C3H4N2O2", "method": "the ωB97M-V functional and the def2-TZVPD basis", "elements": ["O", "C", "O", "C", "C", "N", "N", "H", "H", "H", "H"], "xyz": [[0.93009, 0.66331, -1.16950], [0.28345, 0.40841, 0.03947], [1.02557, 0.76982, 1.15974], [-0.47033, -0.91768, -0.04104], [-1.77428, -0.62238, -0.08474], [-2.12712, 0.70391, 0.04307], [-1.18047, 1.43747, 0.18874], [0.90546, -0.03338, -1.80431], [1.56831, 1.53050, 0.78666], [0.23384, -1.75518, -0.01725], [-2.55563, -1.37623, -0.02512]], "nbo_charge": [-0.716, 0.549, -0.680, -0.284, -0.048, -0.192, -0.078, 0.496, 0.494, 0.247, 0.213], "relative_energy_ev": 4.509, "homo_energy_ha": -0.31516, "orbital_gap_ha": 0.308, "smiles": "OC1(O)C=CN=N1", "largest_force_ev_per_a": 4.2, "multiplicity": 1, "mol_weight_g_mol": 100.08}

=====

(5)
{"formula": "C3H4N2O2", "method": "the ωB97M-V functional and the def2-TZVPD basis", "elements": ["C", "C", "C", "N", "N", "O", "O", "H", "H", "H", "H"], "xyz": [[-1.08824, -0.15710, -0.24269], [-0.40921, -1.34966, -0.21632], [-0.47024, 1.03063, 0.43475], [0.86778, 1.08592, -0.05080], [1.74863, 0.33727, -0.09934], [2.90365, 0.14588, -0.24462], [0.64874, -1.55488, 0.44410], [-1.92835, -0.17376, -0.87142], [-0.66084, -2.25393, -0.87616], [-1.06569, 2.02612, 0.25216], [-0.54624, 0.86352, 1.47033]], "nbo_charge": [-0.390, 0.226, -0.295, -0.063, 0.541, -0.241, -0.635, 0.216, 0.144, 0.247, 0.249], "relative_energy_ev": 7.327, "homo_energy_ha": [-0.30918, -0.29811], "orbital_gap_ha": [0.273, 0.247], "largest_force_ev_per_a": 4.2, "multiplicity": 1, "mol_weight_g_mol": 100.08}

=====

(6)
{"formula": "C3H4N2O2", "method": "the ωB97M-V functional and the def2-TZVPD basis", "elements": ["O", "N", "C", "C", "C", "N", "O", "H", "H", "H", "H"], "xyz": [[2.57539, -0.56909, -0.10397], [1.80623, 0.56419, -0.07438], [0.58773, 0.28518, 0.01376], [-0.62327, 1.07231, -0.05402], [-1.64080, 0.20316, -0.02678], [-1.20736, -1.08190, -0.23564], [0.20868, -1.07957, 0.16158], [3.35101, 0.00567, 0.03614], [-0.76653, 2.13170, 0.14713], [-2.69923, 0.45426, -0.00800], [-1.59182, -1.98592, 0.14417]], "nbo_charge": [-0.545, -0.242, 0.436, -0.361, 0.006, -0.309, -0.343, 0.484, 0.246, 0.228, 0.401], "relative_energy_ev": 5.715, "homo_energy_ha": -0.29527, "orbital_gap_ha": 0.325, "smiles": "O/N=c1/cc[nH]o1", "largest_force_ev_per_a": 2.5, "multiplicity": 1, "mol_weight_g_mol": 100.08}

=====

(7)
{"formula": "C3H4N2O2", "method": "the ωB97M-V functional and the def2-TZVPD basis", "elements": ["C", "N", "C", "N", "H", "H", "H", "H", "O", "C", "O"], "xyz": [[0.48159, 1.32712, -0.20811], [-0.29960, 0.12822, 0.10357], [-0.98204, 0.15889, 1.32442], [0.07683, -0.44967, 1.54578], [0.68954, 1.95113, 0.67059], [1.42504, 1.01138, -0.66122], [-0.08045, 1.91067, -0.94570], [-1.90368, 0.50660, 1.77585], [-0.62731, -2.72940, -0.58651], [0.19210, -2.15923, -1.18922], [1.02798, -1.65573, -1.82944]], "nbo_charge": [-0.446, -0.350, 0.193, -0.211, 0.184, 0.217, 0.209, 0.212, -0.525, 1.051, -0.533], "relative_energy_ev": 3.787, "homo_energy_ha": -0.36044, "orbital_gap_ha": 0.392, "smiles": "CN1C=N1.O=C=O", "largest_force_ev_per_a": 0.8, "multiplicity": 1, "mol_weight_g_mol": 100.08}

=====

(8)
{"formula": "C3H4N2O2", "method": "the ωB97M-V functional and the def2-TZVPD basis", "elements": ["N", "C", "C", "O", "C", "N", "O", "H", "H", "H", "H"], "xyz": [[-0.64539, -2.62911, -0.58236], [-0.89026, -1.46912, -0.35418], [-1.22746, -0.06341, -0.42882], [-0.11342, 0.53350, -1.11402], [1.07274, 0.93443, -0.55042], [1.45970, 0.89412, 0.69470], [0.59202, 0.04460, 1.58959], [-1.18223, 0.47458, 0.57112], [-2.05863, -0.06202, -1.06445], [1.80326, 1.33740, -1.23115], [1.18967, 0.00504, 2.46999]], "nbo_charge": [-0.290, 0.251, -0.181, -0.500, 0.344, -0.210, -0.632, 0.269, 0.239, 0.208, 0.500], "relative_energy_ev": 5.262, "homo_energy_ha": -0.36642, "orbital_gap_ha": 0.388, "smiles": "N#CCO/C=N\\O", "largest_force_ev_per_a": 7.3, "multiplicity": 1, "mol_weight_g_mol": 100.08}

=====

(9)
{"formula": "C3H4N2O2", "method": "the ωB97M-V functional and the def2-TZVPD basis", "elements": ["C", "C", "N", "C", "O", "O", "N", "H", "H", "H", "H"], "xyz": [[-0.56528, 0.48647, -1.03332], [0.39271, -0.37865, 0.55897], [1.02291, -0.90572, 1.62868], [-0.91031, -0.28926, 0.16058], [0.44749, 0.02727, -1.74018], [-1.23720, 1.54339, -1.44858], [1.15863, 0.37851, -0.37368], [-0.99608, 1.75475, -2.36450], [2.01108, -0.73448, 1.71837], [0.50485, -1.10041, 2.46876], [-1.82880, -0.78187, 0.42490]], "nbo_charge": [0.807, 0.394, -0.774, -0.584, -0.406, -0.621, -0.359, 0.504, 0.407, 0.399, 0.233], "relative_energy_ev": 5.792, "homo_energy_ha": -0.28517, "orbital_gap_ha": 0.310, "largest_force_ev_per_a": 1.0, "multiplicity": 1, "mol_weight_g_mol": 100.08}

=====

(10)
{"formula": "C3H4N2O2", "method": "the ωB97M-V functional and the def2-TZVPD basis", "elements": ["O", "C", "C", "N", "C", "O", "N", "H", "H", "H", "H"], "xyz": [[2.20866, 0.61375, -0.02548], [0.97354, 0.27569, -0.41297], [0.39409, -0.97137, -0.21832], [-0.75883, -0.91681, -0.98871], [-0.97815, 0.42833, -1.09923], [-2.01384, 0.73830, -0.25036], [0.13091, 1.15580, -0.97930], [2.30856, 1.55800, -0.21081], [0.81535, -1.86736, 0.19224], [-1.58948, -1.46643, -0.82516], [-1.52222, 0.32935, 0.53743]], "nbo_charge": [-0.655, 0.410, -0.221, -0.525, 0.579, -0.675, -0.508, 0.495, 0.229, 0.410, 0.460], "relative_energy_ev": 3.931, "homo_energy_ha": [-0.30588, -0.30588], "orbital_gap_ha": [0.308, 0.308], "smiles": "Oc1c[nH]c(O)n1", "largest_force_ev_per_a": 1.8, "multiplicity": 1, "mol_weight_g_mol": 100.08}